# C14H33LiN3OSiV

A structure of composition C14H33LiN3OSiV (the ωB97M-V functional and the def2-TZVPD basis, OMol25).

The geometry in ORCA input format:
```
! wB97M-V def2-TZVPD RIJCOSX def2/J DEFGRID3
* xyz 2 1
N -0.329 0.924 1.377
C 0.788 2.425 1.823
O 0.166 3.303 2.358
Li -1.105 2.141 2.904
V -0.036 -0.114 -0.108
N 1.612 0.130 -0.920
N -1.430 -0.616 -1.294
C 2.329 1.392 -1.195
C -2.848 -0.871 -0.928
C 1.291 2.493 -1.278
C 3.130 1.371 -2.522
C 3.278 1.672 -0.020
C -3.742 -0.977 -2.164
C -2.965 -2.179 -0.138
C -3.363 0.295 -0.065
H 0.670 2.351 -2.172
H 1.817 3.447 -1.382
H 0.648 2.541 -0.382
H 3.998 0.698 -2.504
H 3.518 2.387 -2.728
H 2.470 1.087 -3.372
H 2.738 1.937 0.917
H 3.935 2.513 -0.283
H 3.879 0.778 0.176
H -3.708 -0.028 -2.725
H -4.778 -1.149 -1.847
H -3.440 -1.808 -2.817
H -2.436 -2.984 -0.680
H -4.021 -2.495 -0.028
H -2.533 -2.107 0.873
H -2.710 0.511 0.808
H -4.395 0.048 0.292
H -3.390 1.194 -0.713
C -0.971 -0.798 -2.677
H 0.036 -0.347 -2.735
H -0.924 -1.858 -2.985
H -1.610 -0.280 -3.414
C 2.447 -1.083 -1.090
H 3.467 -0.950 -0.643
H 1.998 -1.971 -0.599
H 2.572 -1.338 -2.173
C 1.677 -0.030 3.352
Si 0.041 -0.368 2.506
C 0.180 -1.942 1.455
C -1.284 -0.589 3.832
H 2.453 -0.681 2.903
H 1.542 -0.310 4.416
H 2.041 1.021 3.326
H -0.554 -2.707 1.879
H -0.043 -1.952 0.309
H 1.230 -2.318 1.648
H -0.963 -1.410 4.499
H -1.447 0.298 4.481
H -2.243 -0.894 3.380
*
```

Calculated values
Strongest force on any atom = 0.097 hartree/bohr
Energy = -2033.14898 hartree
LUMO (spin up / spin down) = -8.55 / -8.65 eV
Kohn-Sham gap (spin up / spin down) = 6.96 / 6.84 eV

***

# CH2N2O2

An isolated molecule of CH2N2O2 (the ωB97M-V functional and the def2-TZVPD basis, OMol25).

The geometry in ORCA input format:
```
! wB97M-V def2-TZVPD RIJCOSX def2/J DEFGRID3
* xyz 0 1
C 1.866 -0.326 -0.639
N -1.536 0.203 -0.796
N 0.598 0.135 -1.494
O 2.907 -0.607 -1.128
O -0.284 0.056 -0.605
H 1.616 -0.312 0.381
H -1.944 0.114 0.203
*
```

Calculated values
Strongest force on any atom = 0.072 hartree/bohr
Relative energy (zero: lowest compared OMol25 entry of this formula, charge and spin) = 664.74 kJ/mol
Energy = -299.08366 hartree
LUMO (spin up / spin down) = -1.03 / -0.78 eV
Kohn-Sham gap (spin up / spin down) = 9.34 / 9.48 eV

***

# C20H28ClN3O2

An isolated molecule of C20H28ClN3O2 (the ωB97M-V functional and the def2-TZVPD basis, OMol25).

The geometry in ORCA input format:
```
! wB97M-V def2-TZVPD RIJCOSX def2/J DEFGRID3
* xyz 0 1
C -1.727 -2.460 -4.549
C -0.319 -2.192 -4.296
O 0.169 -2.546 -3.315
C 0.435 -1.539 -5.570
H 0.682 -2.133 -6.350
C 1.872 -0.967 -5.169
C 1.634 0.033 -4.129
O 0.284 0.784 -4.238
N 2.306 0.476 -3.280
C 3.579 -0.284 -2.871
H 3.798 -0.961 -3.905
C 3.205 -1.288 -1.928
C 2.894 -0.354 -0.507
H 2.524 -1.348 0.257
H 3.560 0.227 -0.230
C 1.680 0.180 -0.901
N 1.201 1.158 0.298
C 1.370 0.588 1.567
H 2.181 0.446 1.772
C 0.863 1.607 2.530
N -0.582 2.149 2.301
C -1.507 1.226 2.991
C -1.337 0.238 3.917
C -2.220 -0.403 4.664
C -3.843 0.326 4.496
C -3.923 1.288 3.835
C -2.733 1.981 3.073
H -3.286 2.663 2.383
H -4.768 1.576 3.670
H -4.314 -0.277 5.265
Cl -2.008 -1.569 5.693
H -0.311 0.053 3.959
C -0.822 2.465 1.029
H -1.738 2.819 0.843
C -0.286 1.430 0.018
H -0.687 1.597 -0.992
H -1.070 0.643 0.181
H -0.080 3.168 0.895
H 1.015 1.411 3.544
H 1.399 2.471 2.197
H 0.816 -0.374 1.913
H 0.896 -0.681 -1.303
C 2.013 1.192 -2.128
H 1.213 1.849 -2.367
H 2.693 1.889 -1.889
H 4.186 -1.801 -1.388
H 2.595 -1.975 -1.977
H 4.410 0.467 -2.437
H 2.158 -0.473 -6.022
H 2.391 -1.842 -4.837
H -0.275 -0.807 -6.059
H -2.045 -2.737 -5.625
H -2.315 -3.002 -3.744
H -2.125 -1.446 -4.386
*
```

Calculated values
Strongest force on any atom = 0.375 hartree/bohr
Relative energy (zero: lowest compared OMol25 entry of this formula, charge and spin) = 2034.51 kJ/mol
Energy = -1553.14199 hartree
LUMO = 0.58 eV
Kohn-Sham gap = 7.98 eV

***

# C20H50AgF3N4O6

A structure of composition C20H50AgF3N4O6 (the ωB97M-V functional and the def2-TZVPD basis, OMol25).

The geometry in ORCA input format:
```
! wB97M-V def2-TZVPD RIJCOSX def2/J DEFGRID3
* xyz 0 1
Ag -0.470 -0.599 0.928
C -0.087 2.804 3.783
O -0.919 1.665 4.250
O 0.246 2.535 2.441
C -0.759 4.208 4.118
F -2.012 4.102 3.732
F -0.773 4.399 5.444
F -0.179 5.206 3.563
C -0.963 1.431 5.640
C -1.818 0.090 5.823
H -1.931 -0.177 6.874
H -2.808 0.140 5.370
H -1.248 -0.692 5.322
H -1.540 2.125 6.252
H 0.014 1.159 6.038
H 0.840 2.637 4.331
C 0.267 -2.229 -4.948
C 1.003 -2.973 -3.802
C 2.430 -3.442 -4.240
O 3.241 -3.685 -3.060
C 3.070 -4.938 -2.410
N 1.055 -2.094 -2.619
H 0.811 -1.352 -5.296
H -0.689 -1.873 -4.563
H 0.052 -2.857 -5.812
H 0.416 -3.863 -3.574
H 2.908 -2.780 -4.962
H 2.381 -4.387 -4.781
H 3.554 -4.825 -1.440
H 3.686 -5.711 -2.870
H 2.027 -5.211 -2.250
H 1.900 -2.498 -2.242
H 1.339 -1.186 -2.960
C 4.697 1.870 -3.593
C 3.805 3.110 -3.424
C 3.913 4.081 -4.586
O 5.263 4.379 -4.949
C 5.473 5.286 -5.954
N 2.452 2.712 -3.073
H 5.742 2.161 -3.696
H 4.439 1.364 -4.523
H 4.479 1.208 -2.755
H 4.197 3.639 -2.555
H 3.362 4.972 -4.285
H 3.389 3.669 -5.448
H 4.975 4.994 -6.878
H 6.549 5.330 -6.123
H 5.113 6.288 -5.721
H 2.419 2.793 -2.067
H 1.817 3.433 -3.384
C -0.836 -6.029 2.494
C -0.539 -4.553 2.590
C 0.969 -4.201 2.758
O 1.296 -2.835 2.945
C 2.698 -2.679 3.172
N -1.090 -3.965 1.357
H -1.866 -6.206 2.805
H -0.201 -6.600 3.171
H -0.630 -6.561 1.565
H -1.054 -4.132 3.453
H 1.473 -4.535 1.851
H 1.410 -4.778 3.570
H 3.244 -3.181 2.373
H 2.957 -3.007 4.178
H 2.893 -1.607 3.214
H -0.682 -4.447 0.569
H -2.053 -4.267 1.318
C -6.156 2.486 -0.803
C -5.069 2.536 0.209
C -5.422 1.802 1.550
O -6.465 2.510 2.212
C -6.691 1.898 3.432
N -3.787 2.060 -0.335
H -5.931 3.166 -1.625
H -7.025 2.929 -0.316
H -6.537 1.520 -1.135
H -4.911 3.584 0.461
H -4.525 1.838 2.168
H -5.674 0.771 1.298
H -5.875 1.936 4.154
H -6.836 0.820 3.357
H -7.511 2.369 3.975
H -3.678 2.481 -1.247
H -3.023 2.455 0.195
*
```

Calculated values
Strongest force on any atom = 0.090 hartree/bohr
Relative energy (zero: lowest compared OMol25 entry of this formula, charge and spin) = 595.19 kJ/mol
Energy = -1908.77864 hartree
LUMO = -1.80 eV
Kohn-Sham gap = 4.97 eV

***

# C3H12N2O3

A cluster of 3 separate species, C3H12N2O3 in total (the ωB97M-V functional and the def2-TZVPD basis, OMol25).

The geometry in ORCA input format:
```
! wB97M-V def2-TZVPD RIJCOSX def2/J DEFGRID3
* xyz 0 1
C 0.947 -1.290 -0.913
N -0.383 -1.005 -0.459
C -0.439 0.165 0.300
C -1.842 0.694 0.108
N -2.794 -0.280 0.808
O -2.071 0.762 -1.189
H 1.603 -0.839 -0.170
H 1.193 -2.330 -1.068
H 1.166 -0.658 -1.800
H -1.102 -0.890 -1.201
H 0.318 0.932 -0.038
H -0.154 -0.042 1.356
H -3.716 -0.170 0.382
H -2.572 -1.269 0.790
H 2.465 2.010 -1.144
H 3.074 0.070 1.835
O 2.173 0.339 1.651
H 2.201 0.876 0.806
H -2.064 1.629 0.647
O 1.997 1.295 -0.700
*
```

Calculated values
Strongest force on any atom = 0.044 hartree/bohr
Relative energy (zero: lowest compared OMol25 entry of this formula, charge and spin) = 831.30 kJ/mol
Energy = -456.45354 hartree
LUMO = -4.60 eV
Kohn-Sham gap = 4.50 eV

***

# C13H27BF4N2O5PS

A cluster of 2 separate species, C13H27BF4N2O5PS in total (the ωB97M-V functional and the def2-TZVPD basis, OMol25).

The geometry in ORCA input format:
```
! wB97M-V def2-TZVPD RIJCOSX def2/J DEFGRID3
* xyz 1 1
C -0.919 -4.632 -3.593
O -2.254 -4.030 -3.899
B -2.144 -2.538 -3.937
O -2.389 -1.894 -5.242
C -1.747 -1.789 -2.528
N -2.604 -1.096 -1.709
C -4.076 -0.763 -1.811
O -4.960 -1.911 -2.064
C -6.287 -1.483 -2.539
F -6.355 -1.485 -4.049
F -6.682 -0.111 -2.114
F -7.404 -2.390 -2.105
C -1.998 -0.521 -0.418
C -0.771 -1.584 -0.185
F -1.233 -2.992 0.065
C -0.276 -1.668 -1.747
P 0.512 0.060 -2.170
O -0.643 1.189 -2.822
O 1.222 0.663 -0.695
S 1.972 -0.102 -3.502
H -1.100 -5.808 -3.637
H -0.107 -4.355 -4.389
H -0.593 -4.384 -2.479
H -2.249 -2.634 -5.933
H -4.451 -0.280 -0.786
H -4.182 0.082 -2.643
H -2.735 -0.664 0.503
H -1.736 0.643 -0.446
H 0.079 -1.337 0.580
H 0.578 -2.405 -2.059
H -0.157 2.084 -2.793
H 1.980 0.069 -0.385
C 0.471 2.279 2.596
C 1.952 2.200 2.235
N 2.824 2.979 3.119
C 4.188 3.125 2.603
C 5.031 1.861 2.467
C 2.725 2.686 4.551
C 2.998 1.256 5.000
H 0.126 3.318 2.633
H -0.124 1.756 1.840
H 0.260 1.806 3.560
H 2.048 2.589 1.213
H 2.250 1.147 2.199
H 4.735 3.848 3.222
H 4.127 3.597 1.614
H 5.384 1.506 3.437
H 5.921 2.076 1.865
H 4.492 1.050 1.970
H 1.719 2.962 4.888
H 3.386 3.363 5.108
H 2.511 0.512 4.363
H 2.615 1.110 6.017
H 4.068 1.040 5.033
*
```

Calculated values
Strongest force on any atom = 0.115 hartree/bohr
Energy = -2160.75264 hartree
LUMO = -5.65 eV
Kohn-Sham gap = 4.53 eV

***

# C27H42BiN3P2

A structure of composition C27H42BiN3P2 (the ωB97M-V functional and the def2-TZVPD basis, OMol25).

The geometry in ORCA input format:
```
! wB97M-V def2-TZVPD RIJCOSX def2/J DEFGRID3
* xyz 2 1
Bi -0.453 -1.104 -0.094
C 1.275 -2.345 3.228
C 0.140 -1.325 3.540
C -1.259 -1.888 3.532
P 0.447 0.079 2.295
C 1.849 0.987 2.978
C 2.577 1.909 1.954
C 1.384 1.791 4.186
C -1.014 1.065 2.141
C -1.850 1.504 3.178
C -3.072 2.099 2.889
C -3.498 2.268 1.591
C -2.655 1.949 0.579
C -1.423 1.381 0.801
N -0.627 0.953 -0.283
C 0.439 1.782 -0.781
C 0.401 3.136 -0.557
C 1.440 3.977 -1.022
C 2.439 3.449 -1.792
C 2.497 2.072 -2.021
C 1.527 1.242 -1.494
P 1.551 -0.559 -1.817
C 3.003 -1.483 -1.363
C 4.307 -0.782 -1.916
C 3.111 -1.900 0.094
C 1.148 -0.758 -3.611
C 0.815 -2.199 -4.089
C 0.097 0.199 -4.036
H 1.450 -2.978 4.103
H 0.825 -3.000 2.412
H 2.232 -1.947 2.833
H 0.394 -0.891 4.479
H -1.601 -2.285 2.563
H -1.273 -2.779 4.196
H -2.009 -1.169 3.861
H 2.468 0.133 3.297
H 1.993 2.791 1.933
H 3.531 2.132 2.423
H 2.759 1.444 0.972
H 0.764 2.613 3.878
H 0.856 1.163 4.938
H 2.288 2.184 4.652
H -1.583 1.404 4.235
H -3.762 2.176 3.706
H -4.358 2.868 1.334
H -2.960 2.051 -0.499
H -0.499 3.602 -0.111
H 1.482 5.033 -0.836
H 3.277 4.063 -2.095
H 3.301 1.669 -2.611
H 2.950 -2.372 -1.996
H 4.508 0.145 -1.384
H 5.146 -1.429 -1.695
H 4.286 -0.695 -3.002
H 3.287 -1.008 0.720
H 2.117 -2.368 0.443
H 3.892 -2.636 0.307
H 2.087 -0.516 -4.120
H -0.111 -2.511 -3.617
H 0.600 -2.071 -5.120
H 1.615 -2.912 -4.057
H -0.888 0.006 -3.579
H 0.337 1.239 -3.815
H -0.042 0.154 -5.142
C -5.502 -0.779 -1.506
N -4.628 -1.781 -2.073
C -5.189 -3.119 -2.488
C -3.306 -1.619 -1.963
N -2.141 -1.491 -1.949
H -6.271 -1.291 -0.911
H -6.026 -0.246 -2.284
H -4.872 -0.164 -0.861
H -4.781 -3.446 -3.437
H -6.280 -3.031 -2.550
H -4.962 -3.836 -1.696
*
```

Calculated values
Strongest force on any atom = 0.055 hartree/bohr
Relative energy (zero: lowest compared OMol25 entry of this formula, charge and spin) = 79.71 kJ/mol
Energy = -2115.05017 hartree
LUMO = -6.06 eV
Kohn-Sham gap = 7.60 eV

***

# C19H21MgN4O11S

A structure of composition C19H21MgN4O11S (the ωB97M-V functional and the def2-TZVPD basis, OMol25).

The geometry in ORCA input format:
```
! wB97M-V def2-TZVPD RIJCOSX def2/J DEFGRID3
* xyz -1 1
Mg -0.788 -0.765 0.318
C -4.580 -0.419 7.472
C -3.667 -0.732 6.319
C -2.828 0.234 5.783
C -1.986 -0.061 4.716
C -1.976 -1.336 4.185
C -2.810 -2.318 4.706
C -3.647 -2.011 5.761
S -0.899 -1.743 2.835
O -1.789 -2.101 1.728
O -0.006 -2.762 3.330
N -0.208 -0.418 2.337
C 1.155 -0.154 2.746
C 2.181 -0.059 1.625
O 3.265 -0.573 1.700
O 1.945 0.738 0.550
H -4.598 0.650 7.680
H -4.255 -0.931 8.381
H -5.601 -0.740 7.265
H -2.839 1.238 6.190
H -1.357 0.702 4.277
H -2.810 -3.312 4.280
H -4.305 -2.776 6.158
H 1.548 -0.908 3.429
H 1.214 0.822 3.254
O -4.095 -0.057 -4.703
C -3.413 -0.119 -3.708
C -3.896 0.110 -2.281
O -5.047 0.320 -1.950
C -2.699 0.000 -1.436
C -1.584 -0.317 -2.236
O -0.425 -0.507 -1.705
C -1.934 -0.446 -3.640
O -1.214 -0.767 -4.573
O -2.585 0.108 -0.167
O 0.582 2.263 -0.261
N 0.497 1.242 0.216
C 1.284 -5.528 -1.179
N 0.388 -4.426 -0.875
C -0.580 -4.730 0.168
C 0.871 -3.136 -0.894
O 0.579 -2.339 0.012
N 1.639 -2.775 -1.943
C 2.372 -1.521 -1.884
C 1.426 -3.303 -3.279
H 1.700 -5.946 -0.255
H 2.108 -5.197 -1.803
H 0.747 -6.322 -1.703
H -1.069 -5.671 -0.089
H -1.328 -3.948 0.232
H -0.107 -4.819 1.152
H 2.679 -1.319 -0.862
H 1.753 -0.700 -2.246
H 3.266 -1.624 -2.502
H 0.627 -4.039 -3.269
H 2.335 -3.762 -3.679
H 1.123 -2.482 -3.933
*
```

Calculated values
Strongest force on any atom = 0.016 hartree/bohr
Energy = -2381.70738 hartree
LUMO = 1.31 eV
Kohn-Sham gap = 5.56 eV